Entry from the OMol25 dataset: a gas-phase ion, C5H12N (charge +1) (wB97M-V/def2-TZVPD).

Geometry as XYZ:
```
18
Properties=species:S:1:pos:R:3:nbo_charge:R:1
C 0.12 1.19 1.22 -0.2089
C -0.93 0.67 0.19 -0.4644
C -0.36 -0.41 -0.70 -0.0342
C -0.81 -1.67 -0.62 -0.3728
C 0.42 0.06 -1.90 -0.6568
N 1.13 0.06 1.50 -0.6986
H 0.68 1.94 0.67 0.2302
H -0.34 1.43 2.18 0.2447
H -1.14 1.54 -0.43 0.2464
H -1.81 0.29 0.69 0.2367
H -0.35 -2.35 -1.31 0.2221
H -1.52 -1.94 0.14 0.2154
H -0.26 0.55 -2.59 0.2492
H 1.13 0.85 -1.64 0.2017
H 0.87 -0.80 -2.38 0.2372
H 1.76 -0.05 0.71 0.4435
H 1.62 0.14 2.39 0.4515
H 0.58 -0.80 1.36 0.4571
```

Its SMILES is C=C(C)CC[NH3+]. Its frontier orbital gap is 0.38309 hartree. As for the energy relative to the best compared isomer or geometry (same formula, charge and spin): 121.3 kJ/mol. Its spin multiplicity is 1. The LUMO energy is -3.483 eV. Its HOMO energy is -13.907 eV. Its charge is +1.